No. 1
Density functional theory data (ωB97M-V/def2-TZVPD) for 19 unconnected molecules or ions with the total composition C39H18Cl72N2O2 at a distorted geometry.

**Orbital gap**: 7.03 eV
**Total charge**: 0
**E_LUMO**: -0.0623 Ha
**HOMO**: -8.73 eV

Element x y z (Å)
C1 5.988 -2.556 3.247
C2 6.106 -2.149 1.989
C3 6.210 -2.251 0.376
C4 7.661 -2.366 -0.259
C5 9.017 -2.363 0.653
C6 7.816 -2.473 -1.826
C7 9.265 -2.553 -2.577
C8 6.546 -2.511 -2.796
C9 5.117 -2.391 -2.125
C10 4.930 -2.239 -0.543
C11 3.427 -2.082 -0.014
O1 3.109 -1.879 1.220
C12 2.187 -2.127 -1.073
C13 0.681 -1.960 -0.453
C14 -0.133 -0.790 -1.034
C15 -1.574 -0.497 -0.475
C16 -1.952 -1.519 0.654
C17 -0.948 -2.643 1.025
N1 0.373 -2.950 0.543
C18 2.347 -2.272 -2.493
N2 1.242 -2.295 -3.473
C19 0.687 -3.668 -3.713
C20 1.622 -4.887 -3.221
C21 3.855 -2.387 -3.108
O2 4.005 -2.479 -4.385
H1 5.955 -3.005 4.317
H2 9.548 -3.390 0.605
H3 8.789 -2.125 1.754
H4 9.764 -1.597 0.197
H5 9.081 -2.119 -3.637
H6 9.616 -3.649 -2.629
H7 9.969 -1.863 -1.979
H8 6.655 -2.606 -3.950
H9 0.305 -0.127 -1.865
H10 -2.216 0.379 -0.838
H11 -2.962 -1.430 1.196
H12 -1.319 -3.383 1.847
H13 1.475 -1.801 -4.348
H14 0.594 -3.780 -4.873
H15 -0.390 -3.824 -3.306
H16 1.793 -4.947 -2.086
H17 2.623 -4.947 -3.821
H18 1.054 -5.868 -3.508
C22 -4.464 -4.797 0.138
Cl1 -5.972 -4.371 0.980
Cl2 -4.742 -4.779 -1.619
Cl3 -3.197 -3.613 0.551
Cl4 -3.943 -6.422 0.641
C23 -2.631 -1.387 -4.422
Cl5 -3.680 -0.001 -4.801
Cl6 -1.551 -1.706 -5.800
Cl7 -1.659 -1.020 -2.976
Cl8 -3.635 -2.821 -4.113
C24 5.353 -6.472 0.159
Cl9 4.260 -7.109 -1.091
Cl10 5.315 -4.692 0.130
Cl11 4.829 -7.051 1.757
Cl12 7.011 -7.033 -0.160
C25 3.260 0.774 3.827
Cl13 2.601 1.212 2.235
Cl14 4.444 -0.542 3.636
Cl15 4.058 2.192 4.549
Cl16 1.936 0.237 4.888
C26 -7.449 -7.627 -2.578
Cl17 -8.478 -6.225 -2.946
Cl18 -6.371 -7.949 -3.955
Cl19 -6.474 -7.283 -1.131
Cl20 -8.471 -9.051 -2.280
C27 3.563 -1.397 8.627
Cl21 2.788 0.201 8.696
Cl22 4.011 -1.764 6.947
Cl23 5.023 -1.392 9.643
Cl24 2.431 -2.633 9.222
C28 4.392 -1.595 -7.882
Cl25 2.880 -1.175 -7.044
Cl26 4.117 -1.586 -9.638
Cl27 5.647 -0.405 -7.469
Cl28 4.924 -3.214 -7.374
C29 -12.563 -5.199 -2.927
Cl29 -12.331 -6.593 -1.848
Cl30 -13.562 -3.976 -2.110
Cl31 -10.981 -4.496 -3.334
Cl32 -13.376 -5.730 -4.416
C30 4.970 2.666 -9.854
Cl33 4.405 4.176 -10.604
Cl34 6.386 3.006 -8.832
Cl35 3.669 1.978 -8.855
Cl36 5.420 1.506 -11.124
C31 -1.234 0.238 10.677
Cl37 -1.885 0.667 9.079
Cl38 -0.055 -1.079 10.499
Cl39 -0.435 1.657 11.392
Cl40 -2.562 -0.290 11.735
C32 -3.049 3.258 6.403
Cl41 -3.615 4.758 5.635
Cl42 -1.636 3.611 7.423
Cl43 -4.350 2.578 7.407
Cl44 -2.595 2.084 5.148
C33 -1.859 7.376 2.499
Cl45 -1.613 6.005 3.603
Cl46 -2.878 8.600 3.294
Cl47 -0.286 8.094 2.082
Cl48 -2.663 6.805 1.020
C34 5.907 2.636 -4.699
Cl49 4.383 3.041 -5.519
Cl50 6.532 4.075 -3.863
Cl51 5.617 1.341 -3.514
Cl52 7.098 2.084 -5.899
C35 -6.961 5.857 0.590
Cl53 -5.998 5.331 1.989
Cl54 -7.950 7.263 1.046
Cl55 -5.872 6.305 -0.743
Cl56 -8.023 4.530 0.068
C36 -1.884 10.753 -1.136
Cl57 -2.969 10.097 -2.383
Cl58 -1.934 12.530 -1.184
Cl59 -2.409 10.187 0.465
Cl60 -0.223 10.198 -1.446
C37 -5.412 2.077 13.350
Cl61 -5.919 3.766 13.578
Cl62 -5.189 1.755 11.616
Cl63 -3.880 1.799 14.208
Cl64 -6.660 0.990 13.999
C38 -3.103 11.752 -6.525
Cl65 -4.327 13.038 -6.640
Cl66 -2.461 11.692 -4.869
Cl67 -3.847 10.189 -6.929
Cl68 -1.780 12.091 -7.664
C39 -8.421 2.759 3.910
Cl69 -8.186 1.523 2.653
Cl70 -9.094 4.231 3.175
Cl71 -9.545 2.144 5.143
Cl72 -6.857 3.136 4.669

Löwdin atomic charge list, values in e, 4 entries: C -0.03; C -0.12; C -0.18; C -0.11

=====

No. 2
Density functional theory data (ωB97M-V/def2-TZVPD) for a molecular structure, C36H28BrF4I2N4O2PSTc.

**Orbital gap (alpha / beta)**: 7.54 / 5.72 eV
**Total charge**: +2
**ΔE to the lowest compared entry with this formula, charge and spin**: 34.5 kJ/mol
**E_LUMO (alpha / beta)**: -0.2024 / -0.2739 Ha
**HOMO (alpha / beta)**: -13.05 / -13.18 eV
**2S+1**: 4

Element x y z (Å)
Tc1 0.105 0.985 -0.656
I1 -1.793 -0.386 3.885
C1 -1.665 1.489 3.015
C2 -2.251 2.612 3.659
C3 -2.192 3.857 3.108
I2 -3.087 5.443 4.101
C4 -1.541 4.043 1.860
C5 -1.368 5.272 1.186
C6 -0.716 5.318 -0.019
C7 -0.240 4.135 -0.585
N1 -0.391 2.966 0.019
C8 -1.007 2.910 1.239
C9 -1.036 1.634 1.821
O1 -0.411 0.624 1.151
H1 -2.750 2.469 4.611
H2 -1.746 6.182 1.638
H3 -0.562 6.255 -0.539
H4 0.278 4.141 -1.540
F1 3.518 -2.204 -5.991
C10 2.880 -2.022 -4.861
C11 2.801 -3.042 -3.936
F2 3.364 -4.201 -4.190
C12 2.119 -2.840 -2.750
F3 2.041 -3.867 -1.917
C13 1.526 -1.623 -2.444
P1 0.618 -1.390 -0.890
C14 -0.787 -2.515 -1.055
C15 -1.763 -2.194 -2.006
C16 -2.853 -3.029 -2.195
C17 -2.974 -4.185 -1.429
C18 -1.998 -4.514 -0.498
C19 -0.901 -3.683 -0.308
C20 1.670 -1.908 0.469
C21 3.047 -2.053 0.326
C22 3.823 -2.359 1.433
C23 3.234 -2.488 2.684
C24 1.863 -2.309 2.836
C25 1.076 -2.018 1.732
C26 1.606 -0.634 -3.416
Br1 0.717 1.041 -3.231
C27 2.269 -0.809 -4.604
F4 2.322 0.156 -5.513
H5 -1.650 -1.308 -2.625
H6 -3.603 -2.788 -2.942
H7 -3.827 -4.839 -1.571
H8 -2.083 -5.430 0.077
H9 -0.133 -3.955 0.409
H10 3.524 -1.923 -0.640
H11 4.891 -2.498 1.316
H12 3.845 -2.728 3.546
H13 1.407 -2.393 3.815
H14 0.009 -1.876 1.855
C28 5.757 0.257 3.100
C29 4.408 0.834 2.774
C30 3.585 1.369 3.757
C31 2.355 1.858 3.376
N2 1.936 1.847 2.102
C32 2.812 1.335 1.248
S1 2.388 1.318 -0.494
N3 4.010 0.823 1.490
H15 6.466 1.059 3.322
H16 6.134 -0.309 2.253
H17 5.705 -0.383 3.984
H18 3.904 1.408 4.792
H19 1.668 2.274 4.107
C33 -4.232 -0.408 -0.132
N4 -4.133 0.419 -1.352
C34 -5.377 0.668 -2.103
C35 -2.994 0.984 -1.696
C36 -2.944 1.844 -2.924
O2 -1.970 0.796 -0.974
H20 -4.838 -1.283 -0.354
H21 -4.708 0.159 0.671
H22 -3.248 -0.724 0.188
H23 -6.097 -0.095 -1.829
H24 -5.212 0.611 -3.175
H25 -5.799 1.643 -1.858
H26 -3.710 2.618 -2.892
H27 -3.117 1.246 -3.823
H28 -1.973 2.317 -2.998

Löwdin atomic charge list, values in e, 4 entries: Tc 1.08; I 1.04; C -0.63; C -0.19

=====

No. 3
Density functional theory data (ωB97M-V/def2-TZVPD) for 4 unconnected molecules or ions with the total composition C12H35N3O4 at a distorted geometry.

**Orbital gap**: 9.66 eV
**Total charge**: 0
**ΔE to the lowest compared entry with this formula, charge and spin**: 253.2 kJ/mol
**E_LUMO**: 0.0201 Ha
**HOMO**: -9.11 eV
**SMILES**: COC[C@H](C)N.COC[C@H](C)N.COC[C@H](C)N.O

Element x y z (Å)
C1 2.710 1.963 3.801
O1 1.508 1.233 3.983
C2 1.248 0.994 5.353
C3 -0.115 0.265 5.652
C4 -1.383 0.957 5.161
N1 -0.259 -0.021 7.103
H1 2.407 2.997 3.966
H2 3.038 1.886 2.765
H3 3.575 1.767 4.434
H4 1.975 0.365 5.868
H5 1.163 1.947 5.875
H6 -0.124 -0.685 5.118
H7 -2.327 0.416 5.218
H8 -1.156 1.136 4.110
H9 -1.531 1.931 5.627
H10 0.587 -0.452 7.446
H11 -0.883 -0.801 7.257
C5 -7.256 2.461 1.642
O2 -7.538 1.330 1.032
C6 -6.673 0.997 -0.088
C7 -6.936 -0.411 -0.699
C8 -6.588 -1.485 0.330
N2 -6.090 -0.601 -1.817
H12 -7.516 3.379 1.114
H13 -6.189 2.515 1.859
H14 -7.588 2.439 2.679
H15 -6.844 1.795 -0.811
H16 -5.625 1.153 0.168
H17 -7.988 -0.391 -0.983
H18 -7.155 -2.398 0.146
H19 -6.845 -1.099 1.316
H20 -5.513 -1.630 0.441
H21 -5.159 -0.561 -1.428
H22 -6.249 -1.529 -2.184
C9 8.538 -1.070 -6.031
O3 7.327 -0.635 -5.362
C10 6.146 -1.271 -5.814
C11 5.055 -0.815 -4.787
C12 5.349 -1.312 -3.299
N3 3.803 -1.346 -5.254
H23 8.506 -2.153 -5.910
H24 9.449 -0.707 -5.555
H25 8.560 -0.767 -7.078
H26 5.990 -1.008 -6.860
H27 6.281 -2.350 -5.742
H28 4.904 0.262 -4.723
H29 5.400 -2.399 -3.237
H30 4.670 -0.844 -2.587
H31 6.340 -0.938 -3.041
H32 3.795 -0.908 -6.164
H33 3.866 -2.347 -5.368
O4 -0.582 -0.558 -1.592
H34 0.167 -0.670 -2.178
H35 -0.246 -0.025 -0.872

natural (NBO) atomic charge list, values in e, 4 entries: C -0.25; O -0.54; C -0.06; C -0.05

=====

No. 4
Density functional theory data (ωB97M-V/def2-TZVPD) for a molecular structure, C4H5AgO3 at a distorted geometry.

**Orbital gap (alpha / beta)**: 4.80 / 4.48 eV
**Total charge**: +1
**ΔE to the lowest compared entry with this formula, charge and spin**: 673.1 kJ/mol
**E_LUMO (alpha / beta)**: -0.2386 / -0.2499 Ha
**HOMO (alpha / beta)**: -11.29 / -11.29 eV
**2S+1**: 2

Element x y z (Å)
O1 -0.718 0.082 -0.647
C1 0.231 -0.084 0.400
O2 0.150 0.577 1.402
Ag1 -0.073 -0.036 3.865
O3 0.794 -1.217 0.224
C2 1.282 -1.913 1.376
H1 2.226 -1.474 1.709
H2 1.016 -2.968 1.296
C3 -1.387 1.193 -0.770
H3 -1.341 1.767 0.173
C4 -0.505 1.445 -2.658
H4 -0.452 0.505 -3.230
H5 -1.225 2.122 -3.141

natural (NBO) atomic charge list, values in e, 4 entries: O -0.50; C 1.02; O -0.71; Ag 0.97

=====

| no. | total energy (hartree) |
| --- | --- |
| 1 | -34889.88603 |
| 2 | -6146.91378 |
| 3 | -943.29909 |
| 4 | -527.47392 |